1.
ORCA calculation (ωB97M-V/def2-TZVPD) on a 5-piece molecular cluster, C18H52N4O6PS overall.

Calculated values
**HOMO level**: -10.5 eV
**ΔE to the lowest compared entry with this formula, charge and spin**: 0.0000 eV
**Frontier orbital gap**: 6.63 eV
**Net charge**: +1
**LUMO energy**: -3.883 eV
**DFT total energy**: -57869.6829 eV

```
82
C18H52N4O6PS | the OMol25 dataset | ωB97M-V/def2-TZVPD
C 3.7721 0.8958 -0.4832
P 2.3847 -0.1727 -0.0138
O 2.0599 -0.9938 -1.3726
S 0.8849 1.4091 0.0633
C -0.6513 0.6465 -0.4544
O 1.1785 2.5461 -1.0486
H 3.8669 0.8868 -1.5683
H 4.6555 0.4608 -0.0173
H 3.6112 1.9228 -0.1489
H 1.6414 -0.4880 -2.0748
H -1.4569 1.1535 0.0816
H -0.6110 -0.4103 -0.1901
H -0.7547 0.7639 -1.5353
H 0.7621 2.3586 -1.9006
C 8.4168 0.0873 0.0530
C 7.8764 -1.0368 -0.8231
C 8.8379 -1.4949 -1.9236
O 8.9319 -0.6076 -3.0175
C 9.8461 0.4629 -2.8670
N 6.5717 -0.6383 -1.3720
H 8.3831 1.0478 -0.4624
H 7.8169 0.1808 0.9583
H 9.4485 -0.1033 0.3499
H 7.7067 -1.9058 -0.1804
H 8.4581 -2.4311 -2.3400
H 9.8340 -1.6972 -1.5098
H 10.7250 0.1536 -2.2938
H 9.3919 1.3298 -2.3800
H 10.1654 0.7576 -3.8650
H 6.1663 -1.4327 -1.8622
H 6.7523 0.0422 -2.1072
C 3.2875 -4.1723 -5.6220
C 2.8216 -3.2442 -4.5066
C 1.6773 -2.3081 -4.9108
O 2.0627 -1.2019 -5.6990
C 2.1800 -1.4516 -7.0914
N 3.9761 -2.5088 -3.9808
H 3.9012 -3.6434 -6.3513
H 3.8968 -4.9730 -5.2071
H 2.4423 -4.6216 -6.1456
H 2.4321 -3.8686 -3.6962
H 1.2650 -1.8668 -3.9947
H 0.8626 -2.8580 -5.3996
H 1.4295 -2.1736 -7.4248
H 3.1722 -1.8200 -7.3583
H 2.0122 -0.5069 -7.6048
H 3.6888 -1.9681 -3.1698
H 4.2449 -1.8156 -4.6743
C -3.4744 2.4262 4.9422
C -3.7641 1.2193 4.0554
C -2.5971 0.8326 3.1419
O -2.4110 1.6887 2.0181
C -1.6795 2.8733 2.2644
N -5.0130 1.4456 3.3341
H -3.5459 3.3596 4.3823
H -4.2077 2.4782 5.7446
H -2.4810 2.3680 5.3916
H -3.9232 0.3569 4.7103
H -2.8024 -0.1540 2.7204
H -1.6598 0.7664 3.7111
H -0.8725 2.7032 2.9843
H -2.2972 3.7022 2.6118
H -1.2434 3.1668 1.3050
H -5.3229 0.6067 2.8518
H -4.8433 2.1333 2.6051
C -8.2935 1.7459 4.3605
C -8.8974 0.9490 3.2084
C -10.3532 0.5275 3.4336
O -10.5208 -0.5488 4.3322
C -10.5464 -0.2063 5.7041
N -8.0316 -0.1975 2.8972
H -8.0325 1.1013 5.2008
H -7.3747 2.2268 4.0341
H -8.9852 2.5112 4.7180
H -8.9025 1.5961 2.3250
H -10.7594 0.1745 2.4820
H -10.9595 1.3855 3.7538
H -11.0323 0.7619 5.8603
H -9.5450 -0.1739 6.1409
H -11.1220 -0.9742 6.2184
H -8.3790 -0.6589 2.0616
H -8.1517 -0.8839 3.6376
```

***

2.
ORCA calculation (ωB97M-V/def2-TZVPD) on C30H44As3N4O2PtS as an isolated structure.

Calculated values
**HOMO level (spin up / spin down)**: -9.7 / -9.8 eV
**ΔE to the lowest compared entry with this formula, charge and spin**: 1.6350 eV
**Frontier orbital gap (spin up / spin down)**: 6.72 / 6.82 eV
**Net charge**: +1
**LUMO energy (spin up / spin down)**: -3.013 / -3.011 eV
**DFT total energy**: -238471.9887 eV

```
85
C30H44As3N4O2PtS | the OMol25 dataset | ωB97M-V/def2-TZVPD
Pt 0.1839 0.3758 -0.3672
C -1.5606 0.1269 3.0765
As 0.1823 -0.2078 2.2532
C 0.7161 -1.6377 3.5071
C 1.0583 1.4345 3.0087
C 2.5553 1.7242 2.8009
C 2.8941 2.9268 3.6894
C 2.9237 2.1400 1.3693
As 2.5028 0.9782 -0.1696
C 3.4941 1.9518 -1.5631
C 3.7091 -0.5582 -0.0148
C 3.3670 0.5115 3.2484
As 5.3570 0.6431 3.0993
C 5.6969 -1.2344 3.5862
C 5.8050 1.3728 4.8723
H -1.4688 0.1290 4.1651
H -2.2342 -0.6761 2.7808
H -1.9750 1.0796 2.7501
H 0.7950 -1.2249 4.5160
H 1.6483 -2.1257 3.2311
H -0.0803 -2.3802 3.4713
H 0.8779 1.4060 4.0900
H 0.4721 2.2682 2.6011
H 2.2566 3.7731 3.4458
H 3.9287 3.2295 3.5408
H 2.7473 2.6807 4.7374
H 4.0064 2.3280 1.3414
H 2.4235 3.0897 1.1371
H 4.5497 2.0252 -1.2895
H 3.0874 2.9513 -1.7110
H 3.4050 1.4037 -2.5036
H 4.5615 -0.3133 0.6271
H 4.0803 -0.8076 -1.0101
H 3.1755 -1.4229 0.3828
H 3.0581 -0.3473 2.6396
H 3.1168 0.2847 4.2893
H 5.3372 -1.9173 2.8184
H 5.2157 -1.4839 4.5308
H 6.7706 -1.3888 3.6932
H 5.7636 2.4594 4.8853
H 6.8268 1.0804 5.1125
H 5.1414 0.9851 5.6427
O -1.3541 -2.5427 1.2445
S -0.8853 -2.2700 -0.0938
O 0.5587 -2.1155 -0.2315
N -1.5312 -0.9085 -0.6807
C -2.7252 -0.3866 -0.2966
C -3.8930 -1.1213 -0.1588
C -5.1074 -0.5056 0.1392
C -5.1856 0.8502 0.3305
C -4.0248 1.6358 0.2618
C -4.0209 3.0180 0.5331
C -2.8438 3.7162 0.4873
C -1.6626 3.0331 0.1621
N -1.6360 1.7447 -0.0969
C -2.7805 1.0252 -0.0598
C -1.3561 -3.5591 -1.2419
C -2.4867 -4.3371 -1.0776
C -2.8679 -5.1971 -2.0963
C -2.1185 -5.2769 -3.2612
C -0.9653 -4.5183 -3.4014
C -0.5902 -3.6506 -2.3902
H -3.8479 -2.1890 -0.2900
H -5.9941 -1.1145 0.2278
H -6.1224 1.3285 0.5584
H -4.9523 3.5040 0.7832
H -2.8238 4.7725 0.6959
H -0.7168 3.5569 0.1074
H -3.0433 -4.2788 -0.1540
H -3.7520 -5.8057 -1.9810
H -2.4292 -5.9393 -4.0561
H -0.3670 -4.6029 -4.2980
H 0.3014 -3.0504 -2.4632
C -1.6193 1.4524 -3.6149
C -0.4912 0.4981 -3.6899
N 0.4117 0.2776 -2.7614
C 1.2500 -0.6843 -3.2446
C 0.8495 -1.0442 -4.4948
N -0.2538 -0.2848 -4.7668
H -1.3951 2.2227 -2.8855
H -2.5270 0.9392 -3.2971
H -1.8032 1.9103 -4.5827
H 2.0760 -1.0530 -2.6667
H 1.2512 -1.7412 -5.1996
H -0.7919 -0.3105 -5.6183
```

***

3.
ORCA calculation (ωB97M-V/def2-TZVPD) on a 9-piece molecular cluster, C20H61N7O12 overall.

Calculated values
**HOMO level**: -8.7 eV
**ΔE to the lowest compared entry with this formula, charge and spin**: 4.1269 eV
**Frontier orbital gap**: 9.25 eV
**SMILES**: COCCNCCOC.COCCNCCOC.COCCNCCOC.NC(N)=O.NC(N)=O.O.O.O.O
**Net charge**: 0
**LUMO energy**: 0.530 eV
**DFT total energy**: -56724.1814 eV

```
100
C20H61N7O12 | the OMol25 dataset | ωB97M-V/def2-TZVPD
C 0.1198 -3.5452 -0.5039
O -0.8277 -2.6123 -0.8346
C -1.8356 -2.5261 0.2158
C -1.3204 -2.0511 1.6854
N -0.3274 -0.8820 1.7889
C -0.4884 0.1152 0.6341
C -0.0734 1.5602 1.0009
O 1.2981 1.6799 0.8898
C 2.0852 2.7234 1.3764
H 0.8819 -3.2418 -1.2217
H -0.2893 -4.5200 -0.7692
H 0.5479 -3.3696 0.4830
H -2.2417 -3.5368 0.2556
H -2.5746 -1.7782 -0.0717
H -0.7036 -2.8661 2.0641
H -2.1232 -1.9039 2.4078
H 0.6042 -1.2719 1.7806
H -1.5384 0.1431 0.3430
H 0.1041 -0.2280 -0.2141
H -0.5436 1.9490 1.9043
H -0.4520 2.1922 0.1976
H 2.0525 3.5672 0.6872
H 3.0924 2.3374 1.5333
H 1.6232 3.1922 2.2453
C -2.6831 3.5601 -0.9213
O -2.0278 3.6826 0.3141
C -2.0556 5.0543 0.7163
C -0.7353 5.4080 1.5488
N -0.9623 5.2119 3.0511
C 0.2552 5.5523 3.7819
C 0.1567 5.2978 5.2746
O -0.7070 6.3828 5.7015
C -1.0440 6.2399 7.0601
H -3.6722 4.0158 -0.8749
H -2.7198 2.5259 -1.2634
H -2.0379 4.0835 -1.6269
H -2.9583 5.2575 1.2925
H -2.1097 5.8389 -0.0384
H -0.3729 6.4097 1.3176
H 0.0885 4.8379 1.1195
H -1.0317 4.2045 3.0727
H 0.6588 6.5470 3.5928
H 1.0346 4.9143 3.3653
H 1.1633 5.2553 5.6906
H -0.3211 4.3285 5.4176
H -1.6693 7.0729 7.3816
H -0.1775 6.0511 7.6938
H -1.6038 5.3427 7.3241
C -1.5426 -5.5536 -4.1604
O -0.5300 -4.5605 -4.4046
C -0.2122 -4.0555 -5.7257
C 1.0803 -3.2596 -5.6845
N 1.2802 -2.3682 -4.6005
C 2.1990 -1.2936 -4.8650
C 2.7495 -0.7113 -3.5949
O 3.2076 -1.7346 -2.7347
C 3.5486 -1.4346 -1.3337
H -1.2787 -6.5956 -3.9794
H -2.3790 -5.4475 -4.8513
H -1.8654 -5.3063 -3.1491
H -1.0577 -3.4710 -6.0885
H -0.1986 -4.9075 -6.4054
H 1.2965 -2.9023 -6.6914
H 1.8714 -4.0088 -5.6529
H 1.7409 -2.8689 -3.8541
H 1.8281 -0.5562 -5.5769
H 3.1215 -1.5616 -5.3801
H 2.0762 -0.1668 -2.9328
H 3.5528 0.0075 -3.7567
H 4.1652 -2.1402 -0.7769
H 2.5665 -1.2498 -0.8986
H 4.1245 -0.5092 -1.3436
N 2.5939 -3.5568 2.6398
C 2.6718 -4.1142 3.8499
N 2.8089 -5.4077 3.7845
O 2.5851 -3.4549 4.9033
H 2.6125 -4.2641 1.9191
H 2.5713 -2.5598 2.4801
H 3.0538 -5.9704 4.5866
H 3.0562 -5.7595 2.8706
N -0.7856 -1.0110 -3.0053
C -1.5625 -0.1658 -3.5198
N -1.1543 0.2491 -4.6877
O -2.6504 -0.0745 -3.0563
H -1.1683 -1.5479 -2.2402
H -0.1068 -1.5086 -3.5637
H -0.1621 0.1163 -4.8220
H -1.5562 0.9807 -5.2562
O -4.2706 -2.1469 -2.7428
H -3.9360 -1.2594 -2.6134
H -5.1577 -2.1236 -2.3840
O 2.7457 -0.8517 1.9559
H 2.6160 -0.1712 1.2954
H 2.6467 -0.3966 2.7921
O 1.3850 0.5909 4.8027
H 1.0118 -0.0986 5.3518
H 0.8475 0.5843 4.0107
O -4.3500 0.7188 0.0659
H -4.8251 0.1029 0.6237
H -4.4028 1.5538 0.5310
```

***

4.
ORCA calculation (ωB97M-V/def2-TZVPD) on a 6-piece molecular cluster, C26H66N2O20P4 overall.

Calculated values
**HOMO level (spin up / spin down)**: -0.5 / -3.8 eV
**2S+1**: 2
**Frontier orbital gap (spin up / spin down)**: 2.55 / 5.82 eV
**Net charge**: -1
**LUMO energy (spin up / spin down)**: 2.056 / 2.056 eV
**DFT total energy**: -109121.4110 eV

```
118
C26H66N2O20P4 | the OMol25 dataset | ωB97M-V/def2-TZVPD
C -5.5758 -2.4578 0.9867
C -4.7623 -1.2145 1.3331
O -4.3560 -1.2740 2.6674
P -2.8282 -1.6918 3.0338
O -2.3263 -2.9382 2.4039
O -2.7474 -1.6957 4.7121
C -3.5891 -2.5781 5.4677
C -2.9874 -3.9552 5.3779
O -1.9268 -0.3678 2.6246
C -2.0605 0.9472 3.1623
C -2.7252 1.7118 2.1235
H -6.5973 -2.3432 1.3492
H -5.7201 -2.6268 -0.0804
H -5.1682 -3.3952 1.3652
H -3.9723 -1.1008 0.5908
H -5.4189 -0.3792 1.0894
H -3.4222 -2.2842 6.5040
H -4.6061 -2.4805 5.0878
H -1.9086 -3.9151 5.5282
H -3.4789 -4.6075 6.0997
H -3.2633 -4.2709 4.3717
H -2.6426 0.8810 4.0814
H -1.0583 1.2492 3.4663
H -2.0118 1.9132 1.3244
H -3.6521 1.3645 1.6670
H -2.9279 2.6981 2.5411
C 0.7967 -3.7096 -5.5685
C -0.0197 -2.4622 -5.8997
O 0.2747 -1.4328 -5.0129
P -0.8433 -0.3554 -4.6268
O -1.1650 0.6066 -5.7399
O -2.0881 -1.2983 -4.1612
C -3.3587 -0.7090 -4.0160
C -4.2315 -1.6942 -3.2045
O -0.3411 0.2654 -3.2227
C -0.2666 1.6210 -3.0188
C 0.2595 1.7358 -1.6145
H 0.2747 -4.5659 -5.9955
H 1.8696 -3.7530 -5.7563
H 0.6740 -3.9439 -4.5111
H 0.3187 -2.1524 -6.8885
H -1.0784 -2.7192 -5.9346
H -3.3012 0.3193 -3.6591
H -3.7215 -0.6440 -5.0418
H -5.2604 -1.3371 -3.2482
H -4.1576 -2.7254 -3.5498
H -4.0670 -1.6483 -2.1280
H 0.3295 2.0847 -3.8047
H -1.2625 2.0431 -3.1536
H -0.3219 1.2692 -0.8193
H 1.2548 1.2973 -1.6875
H 0.3848 2.7782 -1.3216
C -1.3096 -2.3061 -0.7994
C -0.5564 -3.4259 -0.1983
O 0.4304 -3.8104 -1.1673
P 2.0109 -3.9875 -0.8445
O 2.3904 -4.4195 0.5084
O 2.4817 -5.1190 -1.9781
C 1.9998 -6.4499 -1.7624
C 0.8738 -6.6578 -2.7132
O 2.6378 -2.5984 -1.3596
C 2.6075 -2.1963 -2.7369
C 3.3622 -0.9599 -3.0196
H -0.7958 -1.3557 -0.6551
H -1.7319 -2.5178 -1.7817
H -2.1795 -2.2524 -0.1448
H -0.1398 -3.1260 0.7632
H -1.1992 -4.2902 -0.0312
H 2.8430 -7.0841 -2.0360
H 1.7352 -6.6803 -0.7304
H 0.0703 -5.9314 -2.5914
H 1.1599 -6.7118 -3.7636
H 0.4434 -7.6276 -2.4638
H 2.9467 -3.0329 -3.3478
H 1.5567 -2.0025 -2.9522
H 3.1313 -0.1050 -2.3842
H 4.4374 -1.0347 -2.8570
H 3.1888 -0.5712 -4.0231
C 1.6324 7.6219 -0.7052
C 0.9207 8.1479 0.4616
O 0.2873 7.1416 1.1611
P 1.0007 6.0882 2.2033
O -0.0875 5.2704 2.8312
O 2.1107 5.2576 1.3589
C 1.7613 4.2535 0.4444
C 2.9615 3.3001 0.4562
O 1.9600 7.0255 3.1483
C 1.2953 8.0142 3.8789
C 1.0823 7.4754 5.2087
H 2.4598 7.0181 -0.3325
H 1.1524 6.9478 -1.4146
H 1.9886 8.4987 -1.2459
H 1.5774 8.6652 1.1611
H 0.1774 8.8268 0.0437
H 0.8758 3.7513 0.8340
H 1.4876 4.7157 -0.5041
H 3.8820 3.6970 0.0282
H 3.1373 3.0858 1.5104
H 2.7586 2.3473 -0.0327
H 1.8924 8.9260 3.8639
H 0.4027 8.3063 3.3256
H 0.4339 6.6003 5.1668
H 2.0186 7.1263 5.6440
H 0.6014 8.1718 5.8956
C 2.1124 -0.6980 0.5079
N 1.1330 -0.3764 1.6137
O 0.8809 -1.2544 2.3890
O 0.6889 0.7268 1.6705
H 2.6564 -1.6311 0.6538
H 2.7907 0.1394 0.6718
H 1.6197 -0.5581 -0.4543
C 5.7545 -1.9474 2.5119
N 4.6500 -0.9076 2.7601
O 3.7510 -1.2998 3.5827
O 4.6890 0.2161 2.2224
H 6.3271 -2.1195 3.4232
H 6.3312 -1.5421 1.6805
H 5.2311 -2.8331 2.1517
```

***

5.
ORCA calculation (ωB97M-V/def2-TZVPD) on one molecule with the formula C5H14N2O.

Calculated values
**HOMO level**: -8.5 eV
**ΔE to the lowest compared entry with this formula, charge and spin**: 2.2353 eV
**Frontier orbital gap**: 9.41 eV
**SMILES**: C[C@@H](CO)NCCN
**Net charge**: 0
**LUMO energy**: 0.875 eV
**DFT total energy**: -10438.7927 eV

```
22
C5H14N2O | the OMol25 dataset | ωB97M-V/def2-TZVPD
C 0.1486 -0.2986 1.7147
C 1.1402 -0.3217 0.5096
C 1.6679 -1.7321 0.3206
O 0.7346 -2.5435 -0.3944
N 0.6158 0.1677 -0.7638
C -0.0585 1.4491 -0.7431
C -1.5244 1.4468 -1.1928
N -2.5936 0.8754 -0.2977
H -0.6224 0.4565 1.6792
H 0.6941 -0.2505 2.6551
H -0.3727 -1.2608 1.6261
H 2.0422 0.2701 0.7401
H 2.6024 -1.6504 -0.2414
H 1.8198 -2.2567 1.2709
H 1.0871 -2.8351 -1.2379
H 0.1308 -0.5312 -1.2940
H 0.4668 2.1190 -1.4412
H 0.0310 2.0269 0.1853
H -1.7705 2.4332 -1.5833
H -1.5441 0.8050 -2.0841
H -2.0897 0.0804 0.1001
H -2.6055 1.5505 0.4720
```

***

6.
ORCA calculation (ωB97M-V/def2-TZVPD) on C19H24ClNSTi as an isolated structure.

Calculated values
**HOMO level (spin up / spin down)**: -14.9 / -14.9 eV
**ΔE to the lowest compared entry with this formula, charge and spin**: 0.0000 eV
**Frontier orbital gap (spin up / spin down)**: 6.88 / 6.88 eV
**Net charge**: +2
**LUMO energy (spin up / spin down)**: -8.059 / -8.058 eV
**DFT total energy**: -68041.4195 eV

```
47
C19H24ClNSTi | the OMol25 dataset | ωB97M-V/def2-TZVPD
C 1.4991 1.9431 -6.0887
C 1.0019 3.3793 -6.2962
C 3.0152 1.8876 -6.3137
C 0.7997 1.0084 -7.0838
Cl 1.1154 1.4018 -4.3594
H 3.2662 2.2091 -7.3358
H 3.3881 0.8674 -6.1778
H 3.5339 2.5495 -5.6129
H 1.2248 3.7225 -7.3178
H 1.4922 4.0621 -5.5950
H -0.0812 3.4383 -6.1482
H 1.0162 1.3137 -8.1190
H -0.2856 1.0356 -6.9429
H 1.1471 -0.0218 -6.9551
C 0.9069 1.4053 1.8961
C 1.9389 0.7227 1.1715
C 1.8688 1.1429 -0.2181
H 2.6932 0.0828 1.6159
C 0.8057 2.1110 -0.3252
C 0.2202 2.2736 0.9746
H -0.5099 3.0271 1.2563
H 0.7327 1.3379 2.9691
H 2.5547 0.8639 -1.0090
H 0.5572 2.6788 -1.2170
C -1.1325 -2.0544 -0.3496
C -0.2586 -2.2912 0.7680
C 1.0845 -1.9961 0.3490
H -0.5511 -2.7117 1.7296
C 1.0358 -1.5491 -1.0294
C -0.3433 -1.5890 -1.4551
H -0.7048 -1.3765 -2.4606
H -2.1870 -2.3228 -0.3743
H 1.9773 -2.1754 0.9451
H 1.8897 -1.3198 -1.6582
Ti -0.0423 -0.0369 0.3039
S -2.2160 0.3976 1.3957
C -3.2285 -0.7893 2.1466
N -2.7158 -1.6401 3.1057
C -3.4844 -2.5784 3.7529
C -4.8397 -2.6361 3.5065
C -5.4079 -1.7825 2.5423
C -4.5990 -0.8740 1.8653
H -1.7233 -1.5552 3.3228
H -2.9494 -3.2049 4.4718
H -5.4496 -3.3342 4.0700
H -6.4767 -1.8345 2.3300
H -4.9814 -0.1861 1.1155
```